# 1
Molecular formula: C17H31Cl2NO4SW
Method: DFT, the ωB97M-V functional and the def2-TZVPD basis

Each line ends with the Mulliken spin population.
Element x y z (Å)
W: -0.515 -0.465 0.259  1.969
Cl: -2.167 -0.915 -1.658  -0.019
C: -1.924 -2.408 -3.003  0.012
Cl: -0.559 -2.168 -4.038  0.003
H: -2.932 -2.308 -3.450  0.000
H: -1.736 -3.206 -2.319  0.002
O: 0.583 0.176 1.869  0.015
C: 0.956 1.647 2.340  0.021
C: -0.178 2.304 2.994  -0.010
C: -1.568 1.963 2.365  0.042
C: -1.735 2.381 0.958  -0.007
C: -2.358 3.602 0.702  -0.008
C: -2.349 4.148 -0.611  0.025
C: -1.667 3.364 -1.590  -0.004
C: -1.228 2.113 -1.326  -0.002
N: -1.319 1.567 -0.042  -0.052
H: 1.337 -0.325 2.113  0.002
H: 1.125 2.185 1.407  -0.001
H: 1.816 1.525 3.035  -0.001
H: -0.035 3.366 2.878  0.000
H: -0.205 2.095 4.089  -0.001
H: -2.322 2.602 2.818  0.002
H: -1.864 0.956 2.519  -0.010
H: -2.806 4.062 1.558  0.000
H: -2.821 5.102 -0.785  -0.001
H: -1.480 3.784 -2.561  0.001
H: -0.895 1.519 -2.171  0.009
C: 1.422 -3.242 0.173  0.004
O: 0.378 -2.332 0.813  0.002
C: -0.427 -2.915 1.880  0.010
C: -1.867 -2.709 1.663  0.002
O: -2.147 -1.332 1.256  -0.024
C: -3.584 -1.030 1.067  0.014
H: 1.891 -3.769 1.030  -0.001
H: 2.144 -2.555 -0.233  0.002
H: 0.878 -3.910 -0.455  0.002
H: -0.126 -2.548 2.874  -0.001
H: -0.328 -3.944 1.937  0.001
H: -2.351 -2.819 2.630  0.000
H: -2.249 -3.408 0.836  -0.002
H: -3.573 -0.121 0.469  -0.003
H: -4.086 -0.845 2.003  -0.001
H: -4.048 -1.891 0.594  0.000
O: 0.884 -0.302 -1.095  -0.011
S: 1.715 0.407 -2.301  0.020
C: 2.917 -0.901 -2.824  0.002
C: 4.280 -0.513 -2.301  0.000
C: 4.115 0.324 -1.073  0.001
C: 3.046 1.299 -1.514  -0.002
H: 2.864 -0.841 -3.954  -0.002
H: 2.512 -1.806 -2.463  0.001
H: 4.774 0.121 -3.064  0.000
H: 4.871 -1.474 -2.131  0.000
H: 5.105 0.785 -0.885  0.000
H: 3.798 -0.255 -0.170  0.000
H: 3.433 1.893 -2.377  0.001
H: 2.607 1.969 -0.737  -0.001

Forces on atoms 1 to 3 (eV/Å):
W -0.525 1.083 -1.112
Cl 0.606 -0.390 -0.340
C 0.237 0.827 -0.328

Calculated values
Calculated total energy: -2406.1021 Ha
Multiplicity: 3
LUMO (alpha / beta): -14.516 / -14.076 eV
<S²>: 2.01
Highest occupied orbital energy (alpha / beta): -21.59 / -21.58 eV
Strongest force on any atom: 2.513 eV/A
Total charge: +4

***

# 2
Molecular formula: C23H16Cl2F5IN5O4SZn
Method: DFT, the ωB97M-V functional and the def2-TZVPD basis

Each line ends with the Mulliken charge.
Element x y z (Å)
Zn: 0.374 -0.079 0.142  1.133
N: -0.811 2.764 -2.950  -0.439
C: -0.612 1.800 -2.023  0.627
S: 0.988 1.166 -1.881  -0.709
N: -1.708 1.462 -1.361  -1.395
N: -1.509 0.576 -0.381  1.578
C: -2.501 0.070 0.253  0.222
C: -3.916 0.392 -0.061  -0.534
C: -4.378 1.700 0.065  -0.033
C: -5.700 2.004 -0.220  -0.762
C: -6.572 1.007 -0.641  -0.401
C: -6.112 -0.295 -0.782  -0.753
C: -4.790 -0.601 -0.491  -0.023
C: -2.159 -0.832 1.378  0.530
C: -3.127 -1.347 2.238  -0.764
C: -2.728 -2.113 3.319  -0.753
C: -1.379 -2.359 3.523  -1.015
C: -0.480 -1.823 2.617  -0.272
N: -0.859 -1.088 1.582  0.364
H: -0.029 3.096 -3.480  0.213
H: -1.711 3.204 -3.014  0.221
H: -3.690 2.472 0.384  0.469
H: -6.052 3.023 -0.113  0.380
H: -7.605 1.245 -0.861  0.382
H: -6.785 -1.073 -1.119  0.386
H: -4.422 -1.613 -0.619  0.485
H: -4.171 -1.131 2.067  0.518
H: -3.466 -2.512 4.005  0.419
H: -1.028 -2.944 4.361  0.438
H: 0.587 -1.991 2.720  0.532
N: 0.712 -1.891 -3.297  -0.126
C: -0.460 -2.364 -2.827  0.487
O: -1.217 -1.718 -2.128  -0.472
C: -0.806 -3.792 -3.222  -1.243
I: -1.441 -3.875 -5.268  0.007
H: 1.034 -1.005 -2.905  0.028
H: 1.377 -2.496 -3.742  0.214
H: -1.641 -4.141 -2.629  0.416
H: 0.041 -4.467 -3.132  0.468
Cl: 3.592 0.649 0.974  -0.133
C: 2.849 1.391 2.396  -0.014
Cl: 2.552 0.154 3.657  -0.198
C: 1.511 2.118 2.077  0.397
O: 1.450 3.259 2.519  -0.687
O: 0.623 1.474 1.446  -0.774
H: 3.548 2.102 2.811  0.363
F: 2.507 -7.069 0.158  -0.340
C: 2.245 -5.752 0.053  0.736
C: 0.954 -5.275 0.158  0.027
F: -0.054 -6.136 0.366  -0.344
C: 0.689 -3.923 0.047  0.080
F: -0.597 -3.537 0.144  -0.387
C: 1.694 -2.947 -0.166  0.021
O: 1.491 -1.687 -0.298  -0.310
C: 2.994 -3.495 -0.273  0.208
F: 4.022 -2.662 -0.498  -0.351
C: 3.263 -4.843 -0.170  0.207
F: 4.523 -5.287 -0.290  -0.323

Forces on atoms 1 to 3 (eV/Å):
Zn 0.658 0.099 -0.026
N 0.063 -0.051 -0.052
C -0.052 -0.116 -0.011

Calculated values
Calculated total energy: -5355.9351 Ha
Multiplicity: 1
LUMO: 2.040 eV
Highest occupied orbital energy: -5.30 eV
Strongest force on any atom: 0.666 eV/A
Total charge: -1

***

# 3
Molecular formula: C24H18Cl2GdN11O
Method: DFT, the ωB97M-V functional and the def2-TZVPD basis

Each line ends with the Mulliken spin population.
Element x y z (Å)
Gd: -0.332 1.014 -0.069  7.075
N: 2.749 -0.587 3.261  0.000
C: 2.136 0.194 2.390  0.000
N: 1.334 -0.224 1.446  -0.006
C: 1.120 -1.597 1.310  -0.004
N: 0.369 -2.115 0.362  0.001
N: -0.006 -1.257 -0.608  0.000
C: -0.856 -1.705 -1.498  -0.009
C: -1.090 -0.878 -2.676  0.005
C: -1.689 -1.405 -3.811  -0.001
C: -1.749 -0.624 -4.953  0.000
C: -1.218 0.655 -4.919  0.000
C: -0.678 1.119 -3.728  0.000
N: -0.618 0.384 -2.623  -0.003
C: 1.719 -2.503 2.282  -0.001
C: 1.507 -3.889 2.264  0.000
C: 2.120 -4.689 3.199  0.000
C: 2.965 -4.130 4.167  0.000
C: 3.199 -2.773 4.197  0.000
C: 2.563 -1.974 3.256  -0.001
H: 3.336 -0.167 3.967  0.000
H: 2.293 1.258 2.513  0.000
H: -1.289 -2.697 -1.411  -0.001
H: -2.069 -2.420 -3.801  0.000
H: -2.188 -1.015 -5.861  0.000
H: -1.224 1.292 -5.793  0.000
H: -0.289 2.128 -3.661  0.000
H: 0.853 -4.306 1.511  0.000
H: 1.950 -5.757 3.189  0.000
H: 3.446 -4.768 4.897  0.000
H: 3.853 -2.336 4.945  0.000
Cl: -1.943 -1.531 3.663  0.000
C: -1.526 0.138 3.759  -0.006
C: -1.431 0.744 5.029  0.000
C: -1.122 2.064 5.138  0.000
Cl: -1.068 2.806 6.692  0.000
C: -0.835 2.828 3.976  0.000
C: -0.488 4.195 3.993  0.000
C: -0.186 4.842 2.827  0.000
C: -0.177 4.105 1.636  -0.001
N: -0.500 2.831 1.578  -0.008
C: -0.904 2.194 2.722  0.002
C: -1.354 0.846 2.599  -0.013
O: -1.577 0.308 1.384  -0.023
H: -1.635 0.156 5.915  0.000
H: -0.467 4.723 4.939  0.000
H: 0.074 5.892 2.814  0.000
H: 0.138 4.570 0.708  0.000
N: -4.847 1.543 -0.985  0.000
N: -3.704 2.243 -1.204  0.002
N: -3.723 3.480 -1.636  0.000
C: -2.421 3.783 -1.617  0.001
N: -1.683 2.761 -1.196  -0.003
N: -2.532 1.772 -0.946  -0.001
H: -5.604 1.837 -1.578  0.000
H: -4.693 0.572 -0.774  0.000
H: -2.035 4.745 -1.919  0.000

Forces on atoms 1 to 3 (eV/Å):
Gd 0.949 0.386 -0.836
N 0.005 -0.020 -0.012
C -0.163 0.075 0.128

Calculated values
Calculated total energy: -3288.4380 Ha
Multiplicity: 8
LUMO (alpha / beta): -6.362 / -6.353 eV
<S²>: 15.76
Highest occupied orbital energy (alpha / beta): -13.18 / -13.19 eV
Strongest force on any atom: 1.769 eV/A
Total charge: +2

***

# 4
Molecular formula: C18H25F6MnNO17S2
Method: DFT, the ωB97M-V functional and the def2-TZVPD basis

Each line ends with the Mulliken spin population.
Element x y z (Å)
Mn: 0.595 -0.442 -0.179  4.696
C: 1.278 -2.199 3.501  0.013
F: 2.523 -2.315 3.004  0.001
F: 1.203 -3.022 4.538  0.000
F: 1.021 -1.000 4.000  0.001
S: -0.103 -2.667 2.105  0.008
O: -0.502 -4.045 2.332  0.008
O: -1.214 -1.742 2.291  0.009
N: 0.658 -2.212 0.594  0.045
S: 1.328 -3.625 0.264  0.017
O: 2.000 -4.313 1.360  0.006
O: 0.484 -4.444 -0.634  0.003
C: 2.878 -3.132 -0.844  0.013
F: 2.534 -2.222 -1.755  0.017
F: 3.809 -2.596 0.011  0.001
F: 3.352 -4.220 -1.600  0.000
O: 1.355 0.868 -1.442  0.090
H: 1.261 0.856 -2.414  0.012
C: 6.970 0.959 1.163  0.000
C: 5.811 0.241 1.938  0.000
C: 4.979 1.274 2.682  0.000
O: 3.622 0.921 2.396  0.000
C: 3.670 0.051 1.419  0.004
O: 2.669 -0.314 0.830  0.009
O: 4.916 -0.192 0.998  0.000
H: 7.841 0.990 1.818  0.000
H: 6.851 1.981 0.803  0.000
H: 7.258 0.371 0.291  0.000
H: 6.104 -0.565 2.611  0.000
H: 5.162 2.307 2.387  0.000
H: 5.126 1.148 3.755  0.000
C: -4.921 1.161 -3.146  0.000
C: -4.102 1.765 -2.044  0.000
C: -4.677 1.535 -0.672  0.000
O: -3.730 0.785 0.035  0.000
C: -2.653 0.602 -0.747  0.029
O: -1.683 -0.087 -0.341  0.041
O: -2.839 1.096 -1.983  0.002
H: -4.353 1.089 -4.074  0.000
H: -5.735 1.871 -3.295  0.000
H: -5.230 0.154 -2.868  0.000
H: -3.986 2.822 -2.281  0.000
H: -5.647 1.040 -0.723  0.000
H: -4.724 2.537 -0.247  0.000
C: -0.628 3.993 4.769  0.000
C: -1.089 2.820 3.852  0.000
C: -1.801 3.341 2.613  0.000
O: -1.310 2.467 1.665  0.003
C: -0.303 1.718 2.102  -0.011
O: 0.237 0.800 1.505  -0.026
O: 0.043 2.050 3.324  -0.002
H: 0.055 3.561 5.500  0.000
H: -1.349 4.628 5.284  0.000
H: 0.084 4.655 4.276  0.000
H: -1.777 2.213 4.439  0.000
H: -1.455 4.325 2.297  0.000
H: -2.882 3.263 2.723  0.000
C: -3.649 -2.485 -5.013  0.000
C: -2.174 -2.260 -4.937  0.001
C: -1.811 -0.760 -5.074  0.000
O: -0.913 -0.461 -4.073  0.000
C: -0.846 -1.526 -3.244  0.024
O: -0.187 -1.581 -2.199  -0.015
O: -1.648 -2.481 -3.698  -0.002
H: -3.800 -3.549 -4.828  0.000
H: -4.079 -2.283 -5.994  0.000
H: -4.123 -1.915 -4.214  0.000
H: -1.597 -2.811 -5.678  0.000
H: -2.746 -0.207 -5.161  0.000
H: -1.407 -0.588 -6.072  0.000

Forces on atoms 1 to 3 (eV/Å):
Mn 0.237 2.658 -2.115
C -0.168 -1.002 -0.611
F -0.814 0.869 0.332

Calculated values
Calculated total energy: -4581.2695 Ha
Multiplicity: 6
LUMO (alpha / beta): 0.147 / 0.147 eV
<S²>: 8.75
Highest occupied orbital energy (alpha / beta): -7.35 / -7.92 eV
Strongest force on any atom: 6.014 eV/A

***

# 5
Molecular formula: C2Cl2F2
Method: DFT, the ωB97M-V functional and the def2-TZVPD basis

Each line ends with the Mulliken charge.
Element x y z (Å)
F: 2.112 -0.160 -0.013  -0.208
C: 0.918 0.460 0.080  0.279
F: 1.193 1.713 0.377  -0.203
C: -0.190 -0.103 -0.097  0.419
Cl: -0.336 -1.717 -0.180  -0.141
Cl: -1.671 0.769 -0.007  -0.147

Forces on atoms 1 to 3 (eV/Å):
F -1.076 -0.151 0.085
C 6.340 2.327 0.588
F -0.865 0.118 -0.222

Calculated values
Calculated total energy: -1196.2767 Ha
Multiplicity: 1
LUMO: 0.689 eV
SMILES string: FC(F)=C(Cl)Cl
Highest occupied orbital energy: -9.93 eV
Strongest force on any atom: 6.779 eV/A